No. 1
DFT (the ωB97M-V functional and the def2-TZVPD basis) results for 2 unconnected molecules or ions with the total composition C2H8ClN2O2 in a non-equilibrium geometry.

Positions of all 15 atoms, in Å:
C1 1.2192 -0.7702 0.3075
C2 -0.2133 -0.4946 0.1478
N1 1.6968 0.7067 0.3087
N2 -0.9595 0.5034 0.5888
O1 -0.8720 -1.2649 -0.6426
O2 -3.5927 -0.6046 -0.6168
Cl1 -4.2923 0.4954 0.4725
H1 1.4827 -1.2177 1.2803
H2 1.5134 -1.3803 -0.5225
H3 -4.0393 -0.5774 -1.4180
H4 1.9825 1.0093 -0.5935
H5 2.2632 1.0181 1.1054
H6 -0.6856 1.2788 1.1361
H7 -1.9448 0.3760 0.3392
H8 -1.7664 -1.1110 -0.9020

E_LUMO: -0.158 Ha
HOMO level: -14.06 eV
Energy above the lowest of the compared OMol25 structures with the same formula, charge and spin: 301.23 kJ/mol
2S+1: 1
Charge: +1
F_max: 3.87 eV Å⁻¹
Gap between HOMO and LUMO: 9.75 eV

=====

No. 2
DFT (the ωB97M-V functional and the def2-TZVPD basis) results for a molecular structure, C2H8CsN4O2 in a non-equilibrium geometry.

Positions of all 17 atoms, in Å:
Cs1 15.8506 -3.7729 -17.2642
C1 12.5699 -5.0419 -15.8571
O1 11.7888 -4.1383 -15.5095
N1 13.7747 -5.0227 -15.4709
N2 12.2261 -6.1426 -16.4119
H1 14.4157 -5.7807 -15.6567
H2 13.9554 -4.3755 -14.7169
H3 11.2260 -6.2795 -16.3788
H4 12.9428 -6.7874 -16.7129
C2 19.3028 -3.6837 -19.4741
O2 18.3342 -3.7537 -18.7418
N3 20.3227 -4.5258 -19.4844
N4 19.3102 -2.8874 -20.4976
H5 20.8996 -4.5215 -20.3134
H6 20.3829 -5.3295 -18.8757
H7 19.9660 -3.1531 -21.2183
H8 18.5376 -2.3887 -20.9152

E_LUMO: -0.126 Ha
HOMO level: -12.79 eV
Energy above the lowest of the compared OMol25 structures with the same formula, charge and spin: 208.10 kJ/mol
2S+1: 1
Charge: +1
F_max: 7.51 eV Å⁻¹
Gap between HOMO and LUMO: 9.37 eV

=====

No. 3
DFT (the ωB97M-V functional and the def2-TZVPD basis) results for a molecular structure, C2H8F2N2O9V in a non-equilibrium geometry.

Positions of all 24 atoms, in Å:
O1 1.0251 -0.5194 0.1769
V1 -0.4421 -0.8901 -0.3440
N1 0.0591 -0.4143 -2.8402
O2 0.3284 -0.1314 -1.6669
O3 -0.3128 -1.5484 -3.0160
O4 0.1478 0.4443 -3.7459
N2 -1.4089 1.4903 0.2684
O5 -1.4805 2.2606 1.2074
O6 -0.5081 0.6401 0.1999
O7 -2.2878 1.4116 -0.5776
F1 -1.9109 -0.9811 -0.9826
F2 -0.0579 -2.3808 -0.8964
C1 -0.1919 -2.2957 1.6986
O8 -0.7789 -0.9732 1.3705
H1 0.8340 -2.3341 1.3324
H2 -0.1267 -2.4143 2.7802
H3 -0.6080 -3.1776 1.2115
H4 -1.5414 -0.8341 1.9370
C2 1.6888 1.9500 0.6441
O9 0.9417 2.0224 -0.6158
H5 1.2156 2.4290 1.5012
H6 1.9086 0.9068 0.8712
H7 2.6464 2.4047 0.3902
H8 0.8605 2.9345 -0.9041

E_LUMO (alpha / beta): 0.198 / 0.197 Ha
HOMO level (alpha / beta): 1.58 / -0.12 eV
2S+1: 2
Charge: -2
<S²>: 0.761
F_max: 16.43 eV Å⁻¹
Gap between HOMO and LUMO (alpha / beta): 3.82 / 5.50 eV

=====

No. 4
DFT (the ωB97M-V functional and the def2-TZVPD basis) results for a molecular structure, C2H8F2N5O6S2Sn in a non-equilibrium geometry.

Positions of all 26 atoms, in Å:
Sn1 1.0071 -0.0056 -1.6173
N1 0.1017 1.6672 -1.0401
S1 -0.9813 2.7411 -1.3166
O1 -0.5671 4.1689 -1.3281
O2 -2.2283 2.3474 -0.6885
F1 -1.0936 2.1765 -2.7877
S2 0.1148 1.8439 0.6649
O3 -0.8290 0.9320 1.3519
O4 0.3058 3.1602 1.2598
F2 1.4969 0.9974 0.9371
C1 -1.4014 -0.9617 -0.5315
O5 -0.2336 -0.8436 -0.2692
N2 -1.8946 -1.1262 -1.7207
N3 -2.3677 -0.8323 0.3417
H1 -1.2794 -0.9244 -2.4959
H2 -2.8781 -1.2563 -1.9099
H3 -2.0027 -0.8828 1.2821
H4 -3.3615 -0.9930 0.2598
C2 2.0417 -1.3903 0.8034
O6 1.4082 -1.0754 -0.1964
N4 3.1190 -0.8032 1.1767
N5 1.7355 -2.3969 1.5476
H5 3.1309 -0.0025 0.5612
H6 3.4402 -0.8784 2.1313
H7 2.3155 -2.7562 2.2923
H8 0.9012 -2.9057 1.2923

E_LUMO: -0.153 Ha
HOMO level: -13.56 eV
Energy above the lowest of the compared OMol25 structures with the same formula, charge and spin: 291.37 kJ/mol
2S+1: 1
Charge: +1
F_max: 14.75 eV Å⁻¹
Gap between HOMO and LUMO: 9.40 eV

=====

- Which formula does entry 3 have?
  C2H8F2N2O9V